{"formula": "C2HCl5", "method": "ωB97M-V/def2-TZVPD", "species": ["C", "C", "Cl", "Cl", "Cl", "Cl", "Cl", "H"], "xyz": [[1.390, 0.355, 0.096], [-1.215, -0.484, -0.079], [1.463, 1.081, -1.427], [1.181, 1.339, 1.452], [-1.838, 0.410, 1.241], [-1.662, 0.079, -1.641], [-1.227, -2.197, 0.124], [1.907, -0.581, 0.234]], "orbital_gap_ev": [7.680, 8.283], "homo_ev": [-8.4, -8.6], "e_tot_ha": -2377.6538, "charge": 0}